Entry 1:
Molecular formula: C18H20ClFeN2S2Si
Method: DFT, ωB97M-V with the def2-TZVPD basis set

Values from the calculation:
total energy = -3617.2691 a.u.
net charge = -1
HOMO-LUMO gap (spin up / spin down) = 5.79 / 6.90 eV
spin multiplicity = 5
ΔE to the lowest compared entry with this formula, charge and spin = 7.68 kJ/mol
E_LUMO (spin up / spin down) = 2.72 / 2.72 eV

Positions of all 45 atoms, in Å:
Fe: -0.12 -0.05 -0.14
C: 4.21 4.90 1.43
Si: 3.25 4.39 -0.09
C: 4.27 4.85 -1.59
C: 1.69 5.39 -0.11
C: 3.11 2.52 -0.06
C: 4.28 1.82 0.21
C: 4.32 0.43 0.25
C: 3.13 -0.23 0.01
N: 1.99 0.39 -0.26
C: 1.95 1.75 -0.32
S: 0.37 2.35 -0.68
H: 4.39 5.98 1.43
H: 5.19 4.40 1.50
H: 3.65 4.64 2.34
H: 4.45 5.93 -1.63
H: 3.75 4.56 -2.51
H: 5.24 4.34 -1.59
H: 1.96 6.45 -0.10
H: 1.07 5.17 0.76
H: 1.08 5.18 -0.99
H: 5.20 2.37 0.40
H: 5.23 -0.11 0.45
H: 3.07 -1.32 0.03
S: -4.16 -0.03 1.91
C: -4.52 -0.02 0.24
C: -3.39 0.00 -0.52
C: -2.15 0.00 0.22
C: -2.45 -0.02 1.55
C: -1.42 -0.04 2.58
C: -1.69 -0.10 3.95
C: -0.64 -0.12 4.85
C: 0.66 -0.07 4.39
C: 0.84 -0.01 3.02
N: -0.15 0.00 2.14
H: -5.55 -0.04 -0.08
H: -3.43 0.00 -1.60
H: -2.72 -0.13 4.28
H: -0.84 -0.16 5.92
H: 1.51 -0.08 5.06
H: 1.84 0.03 2.59
Cl: -1.24 -3.32 -0.46
C: 0.20 -2.20 -0.37
H: 0.80 -2.45 -1.25
H: 0.78 -2.56 0.50



Entry 2:
Molecular formula: C23H68N4O11
Method: DFT, ωB97M-V with the def2-TZVPD basis set

Values from the calculation:
total energy = -1963.4002 a.u.
net charge = 0
SMILES = NC(N)=O.NC(N)=O.CC(C)O.CC(C)O.CC(C)O.CC(C)O.CC(C)O.CC(C)O.CO.CO.CO
HOMO-LUMO gap = 8.97 eV
spin multiplicity = 1
ΔE to the lowest compared entry with this formula, charge and spin = 1078.56 kJ/mol
E_LUMO = 0.04 eV

Positions of all 106 atoms, in Å:
C: 2.79 1.38 3.18
O: 4.18 1.54 2.98
H: 2.53 1.94 4.09
H: 2.71 0.33 3.31
H: 2.22 1.77 2.35
H: 4.34 2.36 2.53
C: -0.84 -0.06 -4.21
O: -1.54 0.50 -3.13
H: -0.84 -1.12 -4.20
H: 0.20 0.23 -4.35
H: -1.34 0.07 -5.13
H: -1.03 0.21 -2.38
C: -1.70 -4.74 1.58
O: -1.92 -5.10 0.20
H: -1.71 -5.69 2.06
H: -2.46 -4.16 2.01
H: -0.79 -4.21 1.84
H: -2.01 -4.36 -0.40
C: 0.95 -2.17 -1.20
O: 0.45 -1.11 -1.97
N: 2.10 -2.25 -0.50
N: 0.16 -3.19 -0.96
H: 2.79 -1.49 -0.46
H: 2.20 -3.05 0.14
H: -0.75 -3.19 -1.37
H: 0.47 -3.86 -0.27
C: 4.99 -0.82 0.88
O: 3.87 -0.20 0.39
N: 5.70 -1.69 0.24
N: 5.48 -0.71 2.00
H: 5.56 -1.52 -0.76
H: 6.57 -2.07 0.47
H: 4.94 0.05 2.44
H: 6.36 -0.91 2.32
C: -4.04 3.00 -1.07
C: -4.59 1.63 -1.49
C: -5.55 1.08 -0.37
O: -5.22 1.59 -2.53
H: -3.55 2.82 -0.13
H: -4.77 3.86 -0.97
H: -3.30 3.34 -1.84
H: -3.76 0.90 -1.56
H: -4.93 1.13 0.53
H: -5.81 0.00 -0.55
H: -6.54 1.63 -0.18
H: -4.56 1.79 -3.22
C: 0.95 2.19 -2.11
C: 2.23 2.56 -1.40
C: 2.48 4.07 -1.51
O: 2.30 2.28 -0.19
H: 0.08 2.67 -1.71
H: 0.76 1.14 -1.85
H: 1.05 2.26 -3.16
H: 3.07 2.02 -1.81
H: 1.88 4.82 -0.98
H: 2.37 4.36 -2.55
H: 3.48 4.35 -1.16
H: 1.79 1.51 0.05
C: -1.79 6.32 0.38
C: -0.81 5.33 -0.19
C: -0.46 4.25 0.84
O: -1.18 4.79 -1.22
H: -2.07 7.13 -0.33
H: -1.40 6.89 1.17
H: -2.70 5.78 0.67
H: 0.11 5.83 -0.48
H: -1.26 3.53 1.07
H: -0.34 4.68 1.85
H: 0.38 3.61 0.63
H: -0.58 4.16 -1.57
C: -3.97 -1.87 -2.90
C: -3.00 -2.39 -1.85
C: -3.43 -2.21 -0.42
O: -2.48 -3.46 -2.01
H: -4.47 -2.70 -3.39
H: -3.42 -1.39 -3.70
H: -4.74 -1.23 -2.54
H: -2.03 -1.85 -1.96
H: -4.02 -3.00 -0.01
H: -4.00 -1.27 -0.25
H: -2.42 -2.22 0.13
H: -2.42 -3.66 -2.96
C: 2.54 -2.61 2.88
C: 3.73 -3.52 2.67
C: 3.63 -4.75 3.55
O: 4.01 -3.78 1.50
H: 2.57 -1.76 2.21
H: 2.52 -2.09 3.89
H: 1.69 -3.19 2.56
H: 4.60 -2.97 3.12
H: 3.65 -4.39 4.66
H: 4.51 -5.35 3.48
H: 2.73 -5.34 3.43
H: 4.43 -3.04 1.10
C: -1.54 0.58 0.19
C: -0.43 0.30 1.25
C: -0.59 -1.17 1.80
O: 0.75 0.30 0.79
H: -1.33 -0.05 -0.60
H: -1.38 1.59 -0.20
H: -2.53 0.44 0.59
H: -0.55 0.97 2.10
H: -1.59 -1.26 2.28
H: 0.21 -1.32 2.56
H: -0.50 -1.90 1.05
H: 0.90 -0.41 0.19



Entry 3:
Molecular formula: C4H6O2
Method: DFT, ωB97M-V with the def2-TZVPD basis set

Values from the calculation:
total energy = -306.4720 a.u.
net charge = 0
SMILES = O=CCCC=O
HOMO-LUMO gap = 10.94 eV
spin multiplicity = 1
ΔE to the lowest compared entry with this formula, charge and spin = 89.96 kJ/mol
E_LUMO = 0.95 eV

Positions of all 12 atoms, in Å:
O: 0.83 -1.84 0.10
C: 1.37 -0.80 0.41
C: 0.65 0.52 0.53
C: -0.85 0.35 0.29
C: -1.12 -0.01 -1.16
O: -0.40 0.34 -2.07
H: 2.46 -0.77 0.62
H: 1.07 1.19 -0.23
H: 0.87 0.96 1.51
H: -1.28 -0.41 0.94
H: -1.37 1.30 0.50
H: -2.03 -0.60 -1.36



Entry 4:
Molecular formula: C21H12BeCl2N3O7S
Method: DFT, ωB97M-V with the def2-TZVPD basis set

Values from the calculation:
total energy = -2831.8463 a.u.
net charge = -1
HOMO-LUMO gap = 8.19 eV
spin multiplicity = 1
E_LUMO = 2.28 eV

Positions of all 47 atoms, in Å:
Be: 0.28 -0.72 -0.09
S: -0.95 -0.82 3.95
C: 0.12 0.56 3.85
C: 0.59 1.39 4.86
C: 1.44 2.42 4.51
C: 1.82 2.62 3.17
C: 1.35 1.79 2.17
C: 0.50 0.75 2.53
N: -0.08 -0.15 1.63
C: -0.83 -1.02 2.24
C: -1.42 -2.09 1.40
C: -2.37 -2.99 1.87
C: -2.87 -3.94 0.99
C: -2.39 -3.96 -0.32
C: -1.44 -3.05 -0.76
C: -0.90 -2.08 0.09
H: 0.30 1.24 5.89
H: 1.83 3.08 5.28
H: 2.49 3.43 2.93
H: 1.63 1.94 1.14
H: -2.74 -2.94 2.89
H: -3.62 -4.65 1.31
H: -2.78 -4.71 -1.01
H: -1.11 -3.11 -1.79
O: 0.67 1.89 -2.70
C: 0.92 0.98 -1.93
O: 0.04 0.43 -1.15
C: 2.34 0.46 -1.82
C: 3.26 0.95 -2.71
C: 4.59 0.55 -2.64
C: 5.02 -0.31 -1.65
C: 4.11 -0.77 -0.74
C: 2.72 -0.48 -0.81
O: 1.88 -1.05 -0.03
N: 4.65 -1.61 0.35
O: 5.64 -2.28 0.09
O: 4.15 -1.52 1.44
N: 5.56 1.06 -3.60
O: 6.72 0.69 -3.49
O: 5.18 1.85 -4.44
H: 2.94 1.66 -3.46
H: 6.05 -0.60 -1.58
Cl: -2.28 1.73 0.42
C: -2.10 3.19 -0.53
Cl: -1.19 4.47 0.33
H: -3.08 3.58 -0.76
H: -1.54 2.93 -1.42